Entry 1:
ORCA calculation (wB97M-V/def2-TZVPD) on a single CH4N2S molecule.

Element x y z (Å)
H (-0.391, -1.859, -0.565)
H (1.365, 0.903, -0.412)
N (-0.345, -0.927, -0.874)
H (-0.886, -0.566, -1.649)
N (-0.339, -0.021, 0.254)
S (0.973, 1.663, 1.770)
C (0.670, 0.835, 0.434)
H (-1.046, -0.029, 1.041)

Its frontier orbital gap is 9.30 eV. For the energy relative to the best compared isomer or geometry (same formula, charge and spin), the calculation gives 1.6884 eV. The SMILES is NNC=S. The lowest unoccupied orbital energy comes out at 0.9 eV. As for the calculated total energy: -548.1498 Eh.

---

Entry 2:
ORCA calculation (wB97M-V/def2-TZVPD) on a molecular structure, C13H23BN6OPtSi.

Element x y z (Å)
C (-1.936, 3.683, -1.168)
C (3.400, 0.062, -0.304)
B (-2.394, 1.181, -1.853)
H (3.183, -0.478, 3.806)
C (-2.010, -1.630, 0.526)
H (-0.947, 5.365, -0.162)
H (3.991, -0.630, 0.305)
O (0.762, -1.457, 0.900)
C (2.152, -3.283, 2.640)
N (-0.049, 0.227, -2.314)
C (-0.239, 3.307, 0.239)
H (3.553, 1.104, -0.014)
N (-1.235, 0.718, -2.777)
H (0.450, -1.756, 4.747)
H (1.670, -0.554, -3.312)
H (3.590, -0.082, -1.372)
Pt (0.198, 0.378, 0.126)
H (2.320, -0.190, -0.142)
C (-1.253, 0.702, -4.128)
H (2.149, 0.698, 3.004)
H (1.466, -4.116, 2.423)
H (0.222, -0.018, -5.563)
N (-0.623, 2.125, -0.300)
C (2.632, -0.275, 2.878)
H (-1.394, -2.120, 1.255)
H (-2.668, 4.079, -1.865)
H (-0.233, -0.351, 3.930)
H (-3.774, -2.896, 0.159)
C (-3.218, -2.001, -0.058)
N (-2.577, -0.061, -0.942)
C (0.680, -0.128, -3.387)
C (-1.030, 4.306, -0.318)
H (3.374, -0.154, 2.089)
N (-1.717, 2.356, -1.100)
C (0.040, -1.402, 3.792)
H (-2.113, 1.070, -4.639)
H (0.547, 3.348, 0.970)
Si (1.340, -1.585, 2.428)
H (2.982, -3.409, 1.931)
C (-0.058, 0.152, -4.552)
H (-4.370, -0.916, -1.669)
H (-3.393, 1.521, -2.403)
H (-0.892, -1.953, 3.615)
C (-3.543, -1.011, -0.977)
H (2.546, -3.420, 3.657)
N (-1.579, -0.507, -0.102)

Its frontier orbital gap (alpha / beta) is 8.74 / 4.07 eV. Its charge is +2. As for the spin multiplicity: 5. The lowest unoccupied orbital energy (alpha / beta) comes out at -6.8 / -11.4 eV. As for the calculated total energy: -1345.9032 Eh.

---

Entry 3:
ORCA calculation (wB97M-V/def2-TZVPD) on a molecular structure, C36H47N2O2PSSbSe4Si2Tc.

Element x y z (Å)
H (5.592, 3.907, 3.292)
H (0.033, -4.622, -0.130)
N (0.795, -0.790, 1.822)
H (-2.630, 1.647, 5.705)
N (3.670, -1.545, -0.970)
C (4.268, 3.976, 1.605)
H (-2.342, -0.514, -2.578)
H (7.366, -2.323, -0.607)
C (-1.444, 4.454, -1.547)
H (-3.729, -4.738, -4.172)
Se (-0.387, -0.444, -1.255)
C (0.669, -3.764, 0.096)
H (-4.432, 1.214, -2.315)
H (-1.262, -2.616, 2.755)
H (-4.140, 0.564, 1.789)
H (-2.851, 3.622, 4.226)
H (6.263, -0.729, 0.949)
C (-0.402, 0.791, 3.302)
C (2.156, 2.848, 1.878)
H (-2.437, 0.594, 1.325)
H (-4.641, -3.236, -4.264)
H (-3.556, 1.785, 0.658)
H (-1.265, 2.370, -1.104)
H (1.839, 1.946, 3.811)
H (0.195, -3.454, -4.667)
H (4.946, 4.556, 0.992)
H (-1.456, 3.814, 2.211)
H (0.876, 5.025, 1.492)
C (-4.287, -2.149, 0.000)
C (0.230, 4.863, 0.639)
C (-3.455, 0.739, 0.958)
H (0.658, -4.145, 2.171)
C (-2.048, 1.720, 4.796)
Se (1.452, -0.859, -5.070)
H (2.598, -2.094, 3.833)
C (5.716, -1.206, 0.148)
C (-0.646, -3.482, -3.976)
C (-1.111, 5.742, -1.150)
H (-2.016, -0.784, -5.963)
H (-3.312, -1.780, -6.659)
C (4.357, -0.900, -0.001)
C (2.518, 2.500, 3.179)
C (0.411, -3.297, 1.527)
C (-0.478, 1.928, 2.494)
H (1.706, -4.072, -0.046)
C (-0.068, 3.564, 0.224)
Si (-3.815, -0.388, -0.502)
H (-0.074, 6.950, 0.287)
H (0.442, -2.994, -0.641)
Si (-2.216, -2.904, -4.762)
C (4.628, 3.614, 2.895)
H (-1.604, -2.154, -6.990)
C (-2.157, 2.830, 3.976)
H (-3.626, -3.579, -2.852)
C (3.041, 3.590, 1.092)
C (-0.939, 3.371, -0.847)
C (-1.062, -2.951, 1.734)
H (-1.387, -2.158, 1.056)
C (-3.694, -3.669, -3.939)
H (-5.862, 0.681, -1.419)
C (-2.310, -1.807, -6.229)
Se (1.846, 1.582, -1.688)
C (5.574, -2.668, -1.754)
S (3.515, 0.221, 0.983)
C (6.316, -2.088, -0.716)
P (0.670, 2.154, 1.101)
H (-5.123, -0.376, -2.616)
Se (-1.629, 1.604, -4.443)
H (-2.089, 4.287, -2.396)
C (4.245, -2.381, -1.864)
H (-1.110, -0.187, 5.074)
C (3.754, 2.881, 3.682)
C (-1.181, 0.697, 4.457)
O (0.797, -1.104, 4.025)
H (4.028, 2.602, 4.690)
H (6.039, -3.335, -2.464)
Sb (0.377, 0.669, -3.586)
H (-1.491, 6.591, -1.704)
H (3.583, -2.762, -2.627)
C (-2.164, -0.544, -1.496)
H (-0.760, -4.487, -3.566)
H (-0.401, -2.801, -3.155)
H (2.309, -2.255, 1.495)
C (0.446, -0.357, 2.986)
O (2.351, -1.354, -1.067)
Tc (1.410, 0.115, -0.026)
H (-5.116, -2.518, -0.607)
C (-0.302, 5.945, -0.044)
H (-1.681, -3.827, 1.539)
H (1.164, -3.130, 3.970)
C (1.353, -2.157, 2.006)
H (-3.452, -2.843, -0.107)
C (-1.374, 2.938, 2.837)
C (-4.906, 0.356, -1.834)
C (1.558, -2.217, 3.528)
H (2.766, 3.878, 0.085)
H (-4.609, -2.184, 1.042)

Its frontier orbital gap is 5.72 eV. For the energy relative to the best compared isomer or geometry (same formula, charge and spin), the calculation gives 1.2595 eV. Its charge is +2. The lowest unoccupied orbital energy comes out at -6.7 eV. As for the calculated total energy: -12904.8115 Eh.

---

Entry 4:
ORCA calculation (wB97M-V/def2-TZVPD) on a molecular structure, CH4N2S2.

Element x y z (Å)
S (2.440, -0.332, -0.370)
H (2.747, -1.633, 0.969)
H (-1.546, 1.660, -0.007)
H (0.661, 1.505, -0.002)
S (-2.215, -0.648, -0.401)
N (-1.118, 0.637, -0.168)
H (-2.015, -1.279, 0.745)
N (0.844, -0.469, -0.456)
C (0.201, 0.558, -0.310)

Its frontier orbital gap is 8.05 eV. For the energy relative to the best compared isomer or geometry (same formula, charge and spin), the calculation gives 3.5422 eV. The lowest unoccupied orbital energy comes out at -0.1 eV. As for the calculated total energy: -946.2564 Eh.